1.
Entry from the Open Molecules 2025 dataset: a 11-piece molecular cluster, C4H28NO13 overall (the ωB97M-V functional and the def2-TZVPD basis).

Atoms and positions in Å:
O1 3.06 1.70 0.99
C1 2.81 2.01 -0.17
N1 1.60 1.92 -0.64
C2 0.42 1.54 0.21
C3 -0.01 0.09 -0.18
O2 -1.00 0.03 -1.12
C4 -0.67 2.55 -0.08
O3 -1.95 2.15 0.24
H1 3.69 2.19 -0.89
H2 1.41 2.00 -1.57
H3 0.85 1.67 1.17
H4 0.81 -0.39 -0.61
H5 -0.26 -0.65 0.55
H6 -2.17 1.35 -0.17
H7 -0.65 2.77 -1.26
H8 -0.49 3.55 0.33
H9 2.23 -1.59 -2.54
H10 1.42 -0.46 -2.91
O4 1.72 -1.32 -3.29
H11 -3.61 -1.08 -1.12
H12 -2.23 -0.76 -0.72
O5 -3.01 -1.21 -0.41
H13 1.42 1.00 3.16
H14 2.11 2.07 2.43
O6 1.56 1.95 3.20
H15 -1.76 1.94 2.55
H16 -0.40 1.83 3.27
O7 -1.31 1.52 3.27
H17 3.02 -2.04 -0.29
H18 3.35 -0.69 -0.09
O8 3.49 -1.34 -0.71
H19 -0.28 -2.62 2.29
H20 -0.60 -3.13 0.93
O9 0.11 -2.87 1.42
H21 -0.37 0.75 -2.04
H22 0.03 0.44 -3.67
O10 0.23 1.07 -2.89
H23 -2.79 -1.12 1.87
H24 -1.82 -0.31 2.85
O11 -2.31 -1.11 2.71
H25 -0.51 -3.04 -2.74
H26 -0.78 -1.73 -2.13
O12 -1.25 -2.54 -2.36
H27 -2.64 -3.07 0.46
H28 -1.88 -3.42 -0.89
O13 -2.29 -3.79 -0.11

Output
- Charge: -1
- LUMO level: 0.10538 hartree

Just the Löwdin charges please, in e? Sure, here they are: O -0.046; C -0.340; N 0.103; C -0.178; C -0.242; O -0.286; C -0.225; O -0.035; H 0.161; H 0.059; H 0.085; H 0.079; H 0.096; H 0.038; H 0.152; H 0.125; H -0.020; H 0.003; O -0.070; H 0.040; H -0.057; O -0.046; H 0.056; H -0.027; O -0.063; H 0.019; H -0.003; O -0.034; H 0.037; H -0.025; O 0.006; H 0.051; H -0.077; O -0.037; H -0.020; H 0.075; O -0.201; H 0.015; H -0.025; O -0.062; H 0.063; H 0.012; O -0.056; H 0.025; H -0.024; O -0.098

2.
Entry from the Open Molecules 2025 dataset: C4H28O10 as an isolated structure (the ωB97M-V functional and the def2-TZVPD basis).

Atoms and positions in Å:
C1 -2.15 0.42 -0.20
C2 -2.04 1.63 -1.09
O1 -2.60 1.36 -2.33
H1 -1.94 -0.54 -0.67
H2 -3.19 0.33 0.12
H3 -1.53 0.50 0.69
H4 -0.97 1.85 -1.21
H5 -2.62 2.44 -0.66
H6 -3.52 1.12 -2.22
C3 2.47 1.17 0.51
C4 1.56 1.87 -0.42
O2 2.37 2.13 -1.55
H7 3.39 1.69 0.77
H8 2.94 0.27 0.10
H9 1.91 0.85 1.38
H10 1.14 2.80 -0.03
H11 0.72 1.33 -0.86
H12 2.50 1.30 -2.02
O3 1.40 -0.32 2.66
H13 0.94 0.36 2.17
H14 0.76 -1.02 2.77
O4 -0.42 1.03 1.99
H15 -0.81 1.89 1.81
H16 -0.10 0.74 1.14
O5 -2.03 -0.29 2.39
H17 -1.26 0.28 2.43
H18 -1.81 -0.94 1.73
O6 0.46 -0.96 -1.78
H19 -0.24 -0.69 -2.38
H20 1.21 -0.42 -2.04
O7 2.29 -1.46 -0.88
H21 1.51 -1.35 -1.42
H22 2.49 -2.39 -0.91
O8 -0.39 -2.98 -1.45
H23 0.36 -3.40 -1.03
H24 -0.10 -2.08 -1.63
O9 -0.95 -1.90 1.09
H25 -1.41 -2.71 0.85
H26 -0.45 -2.14 1.87
O10 0.07 -0.26 0.30
H27 -0.50 -1.00 0.50
H28 0.50 -0.50 -0.52

Output
- Charge: 0
- LUMO level: -0.01428 hartree

Just the Löwdin charges please, in e? Sure, here they are: C -0.090; C -0.297; O -0.066; H 0.089; H 0.102; H 0.035; H 0.095; H 0.124; H 0.090; C -0.071; C -0.305; O -0.069; H 0.102; H 0.072; H 0.034; H 0.132; H 0.069; H 0.067; O -0.051; H -0.045; H 0.025; O -0.016; H 0.139; H -0.072; O -0.086; H -0.163; H -0.069; O 0.039; H 0.188; H 0.151; O 0.001; H -0.157; H 0.071; O -0.012; H 0.044; H -0.122; O 0.088; H 0.144; H 0.132; O -0.147; H -0.158; H -0.038

3.
Entry from the Open Molecules 2025 dataset: a 10-piece molecular cluster, C4H29N2O10 overall (the ωB97M-V functional and the def2-TZVPD basis).

Atoms and positions in Å:
C1 0.97 0.29 -3.10
O1 -0.30 -0.09 -3.66
C2 1.13 -0.04 -1.56
C3 -0.14 -0.55 -0.85
C4 -0.49 -1.97 -1.29
N1 -1.64 -2.47 -0.58
N2 1.48 1.14 -0.81
H1 0.93 1.38 -3.23
H2 1.67 -0.29 -3.69
H3 1.90 -0.80 -1.44
H4 0.03 -0.51 0.23
H5 -0.98 0.12 -1.04
H6 -0.66 -1.92 -2.37
H7 0.35 -2.67 -1.34
H8 -2.45 -2.72 -1.12
H9 -2.02 -1.84 0.12
H10 2.36 1.53 -1.10
H11 0.84 1.87 -0.55
H12 2.86 1.12 0.78
H13 2.87 0.09 1.81
O2 3.41 0.37 1.05
H14 -0.77 2.71 2.21
H15 -1.92 2.10 0.71
O3 -0.56 2.37 1.34
H16 -2.19 2.22 -2.73
H17 -1.02 0.35 -3.18
O4 -2.50 1.40 -2.37
H18 0.33 -0.99 3.56
H19 0.66 -2.25 2.73
O5 0.08 -1.92 3.41
H20 -2.63 1.64 -1.42
H21 -3.21 1.05 0.60
O6 -2.84 1.88 0.31
H22 1.46 1.26 3.25
H23 0.28 1.30 2.12
O7 0.91 0.73 2.67
H24 0.67 -3.55 0.17
H25 1.80 -2.57 0.56
O8 1.26 -3.30 0.88
H26 1.60 4.21 0.36
H27 0.69 3.21 1.01
O9 1.68 3.46 0.96
H28 -2.09 -3.00 1.63
H29 -1.50 -2.09 2.74
O10 -2.31 -2.26 2.20

Output
- Charge: -1
- LUMO level: 0.11353 hartree

Just the Löwdin charges please, in e? Sure, here they are: C -0.164; O -0.128; C -0.338; C -0.138; C -0.290; N 0.009; N 0.015; H 0.107; H 0.107; H 0.129; H 0.114; H 0.091; H 0.102; H 0.085; H 0.065; H 0.043; H 0.078; H 0.056; H -0.013; H 0.000; O -0.102; H 0.007; H -0.014; O -0.333; H 0.038; H 0.027; O -0.081; H 0.026; H 0.017; O -0.070; H 0.000; H 0.032; O -0.124; H 0.040; H -0.011; O -0.107; H 0.007; H 0.039; O -0.046; H 0.016; H -0.031; O -0.142; H 0.004; H -0.010; O -0.108

4.
Entry from the Open Molecules 2025 dataset: a 9-piece molecular cluster, C4H29N2O8 overall (the ωB97M-V functional and the def2-TZVPD basis).

Atoms and positions in Å:
C1 2.49 -0.41 -1.04
C2 2.99 1.09 -1.20
C3 3.06 1.76 0.18
C4 1.33 1.99 1.82
N1 1.75 2.36 0.46
N2 0.87 -0.29 -0.92
H1 2.69 -0.80 -0.05
H2 2.74 -1.08 -1.86
H3 4.01 0.87 -1.51
H4 2.25 1.45 -1.91
H5 3.96 2.42 0.16
H6 3.26 1.03 0.99
H7 1.31 0.92 1.81
H8 0.48 2.57 2.07
H9 2.07 2.27 2.58
H10 1.67 3.35 0.25
H11 0.50 -0.13 -1.85
H12 0.59 -1.14 -0.38
H13 0.67 0.54 -0.37
H14 -3.79 -0.15 -1.67
H15 -2.48 -0.89 -1.47
O1 -3.10 -0.33 -1.00
H16 -2.94 -2.87 1.69
H17 -2.11 -1.70 2.22
O2 -2.05 -2.64 1.96
H18 -2.09 -2.31 -3.52
H19 -0.93 -1.77 -2.69
O3 -1.72 -1.49 -3.17
H20 -1.48 2.17 -3.44
H21 -1.60 1.36 -2.14
O4 -1.21 2.16 -2.51
H22 -1.84 0.51 1.91
H23 -1.10 1.59 2.78
O5 -0.96 0.81 2.22
H24 0.91 -0.78 2.32
H25 1.91 -1.89 2.22
O6 1.42 -1.30 1.64
H26 -1.30 -2.54 0.52
H27 -1.21 -3.46 -0.63
O7 -1.03 -2.53 -0.45
H28 -3.75 0.31 1.75
H29 -2.97 -0.52 0.64
O8 -3.24 -0.51 1.61

Output
- Charge: +1
- LUMO level: -0.09609 hartree

Just the Löwdin charges please, in e? Sure, here they are: C -0.063; C -0.143; C -0.230; C -0.137; N -0.108; N 0.189; H 0.074; H 0.121; H 0.114; H 0.109; H 0.128; H 0.120; H 0.023; H 0.066; H 0.096; H 0.120; H 0.127; H 0.095; H 0.104; H 0.098; H -0.008; O -0.048; H 0.074; H 0.028; O -0.044; H 0.071; H 0.020; O -0.044; H 0.049; H -0.008; O -0.056; H 0.000; H 0.057; O -0.077; H 0.065; H 0.080; O -0.068; H 0.007; H 0.066; O -0.097; H 0.099; H 0.030; O -0.098

5.
Entry from the Open Molecules 2025 dataset: a 11-piece molecular cluster, C4H29NO12 overall (the ωB97M-V functional and the def2-TZVPD basis).

Atoms and positions in Å:
O1 -1.91 2.92 -0.26
C1 -2.16 2.78 0.91
C2 -1.03 2.48 1.91
C3 -0.64 1.00 1.78
N1 0.42 0.57 0.87
C4 1.22 1.61 0.19
O2 1.61 0.96 -1.03
H1 -3.15 2.93 1.36
H2 -1.51 2.49 2.89
H3 -0.42 3.36 1.71
H4 -1.62 0.61 1.46
H5 -0.37 0.51 2.72
H6 0.19 -0.10 0.16
H7 2.16 1.76 0.71
H8 0.67 2.53 0.07
H9 0.84 1.12 -1.57
O3 1.56 -3.14 1.59
H10 1.88 -2.32 1.20
H11 0.61 -2.97 1.68
O4 1.54 1.98 4.37
H12 1.17 2.83 4.12
H13 2.08 1.70 3.62
O5 -2.04 -1.62 0.18
H14 -1.95 -2.46 -0.25
H15 -1.64 -0.98 -0.42
O6 4.09 0.62 -2.34
H16 3.23 0.83 -1.94
H17 4.31 -0.09 -1.74
O7 -0.54 -2.75 -1.98
H18 0.34 -3.11 -1.95
H19 -0.50 -1.89 -2.42
O8 3.94 -0.78 -0.11
H20 3.01 -0.78 0.11
H21 4.42 -1.55 0.21
O9 -4.02 0.14 -1.08
H22 -3.71 0.06 -0.17
H23 -4.21 -0.79 -1.20
O10 -1.60 -1.02 -4.28
H24 -2.05 -1.80 -3.97
H25 -1.92 -0.32 -3.70
O11 1.51 -0.79 -3.69
H26 1.58 -0.58 -4.62
H27 2.15 -0.32 -3.15
O12 -2.19 -1.84 2.90
H28 -3.05 -2.17 3.18
H29 -2.31 -1.63 1.96

Output
- Charge: 0
- LUMO level: -0.00439 hartree
- Structure (SMILES): O=CCCNCO.O.O.O.O.O.O.O.O.O.O

Just the Löwdin charges please, in e? Sure, here they are: O 0.061; C -0.264; C -0.150; C -0.209; N -0.018; C -0.216; O -0.074; H 0.129; H 0.113; H 0.116; H 0.090; H 0.108; H 0.077; H 0.122; H 0.104; H 0.090; O -0.044; H -0.005; H 0.030; O -0.046; H 0.028; H 0.028; O -0.050; H 0.045; H 0.033; O -0.083; H -0.024; H -0.003; O -0.051; H 0.055; H 0.003; O -0.027; H 0.027; H 0.068; O -0.057; H 0.006; H 0.034; O -0.042; H 0.030; H 0.035; O -0.042; H 0.043; H -0.006; O -0.072; H 0.031; H -0.025

6.
Entry from the Open Molecules 2025 dataset: C4H2AuFLiO4 as an isolated structure (the ωB97M-V functional and the def2-TZVPD basis).

Atoms and positions in Å:
O1 -1.71 -3.84 -0.60
C1 -2.35 -4.78 -0.84
O2 -2.98 -5.72 -1.11
O3 0.99 2.71 1.07
C2 1.90 2.57 0.17
C3 0.18 1.51 1.23
O4 1.86 1.31 -0.27
C4 0.58 0.68 0.03
Li1 1.48 2.90 -2.18
H1 -0.88 1.79 1.24
H2 0.47 1.04 2.18
F1 -0.24 1.06 -1.07
Au1 0.70 -1.22 0.14

Output
- Charge: +3
- LUMO level (alpha / beta): -0.50315 / -0.67321 hartree
- Multiplicity: 3

Just the Löwdin charges please, in e? Sure, here they are: O 0.321; C -0.221; O 0.446; O 0.160; C 0.179; C 0.018; O 0.041; C -0.492; Li 0.922; H 0.187; H 0.175; F 0.021; Au 1.243

7.
Entry from the Open Molecules 2025 dataset: one molecule with the formula C4H2Br2N2O4S (the ωB97M-V functional and the def2-TZVPD basis).

Atoms and positions in Å:
O1 -1.68 0.78 2.31
N1 -2.70 0.87 1.64
O2 -3.71 1.49 1.87
C1 -2.65 0.02 0.37
Br1 -4.46 -0.38 -0.15
C2 -1.55 -0.50 -0.18
C3 -0.08 -0.31 0.21
Br2 0.67 -1.85 1.02
C4 0.57 0.19 -1.00
S1 -0.07 1.44 -1.88
N2 -1.70 -1.48 -1.32
O3 -2.76 -1.37 -1.95
O4 -0.82 -2.23 -1.56
H1 0.12 0.59 1.03
H2 1.50 -0.36 -1.13

Output
- Charge: 0
- LUMO level: -0.06827 hartree
- Structure (SMILES): O=[N+]([O-])/C(Br)=C(\[C@@H](Br)C=S)[N+](=O)[O-]

Just the Löwdin charges please, in e? Sure, here they are: O 0.065; N -0.386; O 0.058; C -0.420; Br 0.908; C -0.249; C -0.807; Br 0.818; C -0.659; S 0.758; N -0.364; O -0.035; O 0.085; H 0.166; H 0.062

8.
Entry from the Open Molecules 2025 dataset: a 2-piece molecular cluster, C4H2BrClF3N overall (the ωB97M-V functional and the def2-TZVPD basis).

Atoms and positions in Å:
C1 1.60 -0.62 -0.31
C2 0.11 1.55 0.04
C3 0.39 0.20 -0.56
C4 -0.95 -1.19 0.35
N1 2.29 -1.54 -0.19
F1 -1.53 -0.39 1.28
F2 -0.38 -2.20 0.97
F3 -1.80 -1.59 -0.55
Cl1 0.83 1.70 1.64
Br1 -0.02 0.16 -2.33
H1 0.35 2.33 -0.56
H2 -0.91 1.59 0.22

Output
- Charge: 0
- LUMO level: -0.00696 hartree

Just the Löwdin charges please, in e? Sure, here they are: C -0.309; C -0.626; C -0.802; C -0.500; N 0.180; F 0.101; F 0.171; F 0.144; Cl 0.638; Br 0.919; H 0.040; H 0.045

9.
Entry from the Open Molecules 2025 dataset: one molecule with the formula C4H2BrFS (the ωB97M-V functional and the def2-TZVPD basis).

Atoms and positions in Å:
C1 -0.42 -0.55 0.84
C2 0.90 -0.11 1.09
C3 -1.09 -0.20 -0.27
C4 0.48 0.60 -1.45
F1 -2.15 -0.78 -0.75
S1 1.66 0.73 -0.24
Br1 0.28 1.81 -2.76
H1 -1.05 -1.23 1.40
H2 1.39 -0.27 2.14

Output
- Charge: 0
- LUMO level: -0.01661 hartree

Just the Löwdin charges please, in e? Sure, here they are: C -0.228; C -0.426; C -0.184; C -1.038; F 0.080; S 0.882; Br 0.684; H 0.118; H 0.111

10.
Entry from the Open Molecules 2025 dataset: C4H2BrN as an isolated structure (the ωB97M-V functional and the def2-TZVPD basis).

Atoms and positions in Å:
C1 0.98 2.10 -0.04
C2 0.44 -2.12 -0.25
C3 0.11 1.30 0.13
C4 -0.33 -1.28 0.18
N1 -1.01 -0.15 0.46
Br1 -2.66 0.20 -0.34
H1 1.57 2.98 -0.04
H2 0.90 -3.04 -0.10

Output
- Charge: 0
- LUMO level (alpha / beta): -0.03786 / -0.03787 hartree

Just the Löwdin charges please, in e? Sure, here they are: C 0.034; C 0.127; C -0.039; C -0.346; N -0.503; Br 0.691; H 0.019; H 0.016

11.
Entry from the Open Molecules 2025 dataset: a 2-piece molecular cluster, C4H2BrNOS overall (the ωB97M-V functional and the def2-TZVPD basis).

Atoms and positions in Å:
C1 -0.31 -0.45 1.65
C2 0.38 -1.57 1.32
C3 -0.10 -0.08 -0.47
C4 0.02 1.52 -2.31
N1 -0.56 0.39 0.61
O1 0.46 1.22 -3.35
S1 0.73 -1.58 -0.38
Br1 -0.69 3.09 -1.66
H1 -0.65 -0.18 2.64
H2 0.71 -2.37 1.95

Output
- Charge: 0
- LUMO level (alpha / beta): -0.03572 / -0.03576 hartree

Just the Löwdin charges please, in e? Sure, here they are: C -0.256; C -0.408; C -0.501; C -0.737; N -0.037; O 0.034; S 0.970; Br 0.779; H 0.101; H 0.055

12.
Entry from the Open Molecules 2025 dataset: a 2-piece molecular cluster, C4H2BrP overall (the ωB97M-V functional and the def2-TZVPD basis).

Atoms and positions in Å:
C1 0.65 1.46 0.30
C2 0.07 -2.51 -0.27
C3 1.32 2.45 0.07
C4 -0.43 -1.48 0.24
P1 -1.15 -0.16 1.02
Br1 -2.70 0.35 -0.47
H1 1.61 3.30 -0.48
H2 0.62 -3.40 -0.40

Output
- Charge: 0
- LUMO level (alpha / beta): -0.05743 / -0.05744 hartree

Just the Löwdin charges please, in e? Sure, here they are: C -0.193; C 0.101; C -0.110; C -0.568; P 0.532; Br 0.233; H -0.024; H 0.028

13.
Entry from the Open Molecules 2025 dataset: one molecule with the formula C4H2BrP (the ωB97M-V functional and the def2-TZVPD basis).

Atoms and positions in Å:
C1 0.71 -2.33 0.69
C2 0.35 -1.47 -0.14
P1 -0.58 -0.24 -1.22
Br1 -2.50 -0.27 -0.13
C3 -0.07 1.36 -0.47
C4 0.21 2.51 -0.12
H1 1.23 -3.03 1.31
H2 0.65 3.46 0.09

Output
- Charge: 0
- LUMO level: -0.00762 hartree
- Structure (SMILES): C#CP(Br)C#C

Just the Löwdin charges please, in e? Sure, here they are: C 0.031; C -0.398; P 0.480; Br 0.259; C -0.458; C 0.038; H 0.022; H 0.025

14.
Entry from the Open Molecules 2025 dataset: C4H2Cl2 as an isolated structure (the ωB97M-V functional and the def2-TZVPD basis).

Atoms and positions in Å:
C1 0.68 1.82 0.14
C2 0.31 0.58 0.23
C3 -0.25 -1.92 -0.08
C4 -0.17 -0.62 0.03
Cl1 -1.95 -2.29 0.18
Cl2 -0.90 2.63 0.25
H1 1.59 2.28 -0.32
H2 0.69 -2.49 -0.42

Output
- Charge: 0
- LUMO level: -0.01106 hartree

Just the Löwdin charges please, in e? Sure, here they are: C -0.471; C -0.207; C -0.524; C -0.199; Cl 0.599; Cl 0.577; H 0.100; H 0.124

15.
Entry from the Open Molecules 2025 dataset: one molecule with the formula C4H2Cl2 (the ωB97M-V functional and the def2-TZVPD basis).

Atoms and positions in Å:
C1 -1.16 -2.28 -0.05
C2 -0.03 -1.50 0.00
C3 0.99 -0.86 0.18
C4 -2.38 0.25 0.25
Cl1 -3.98 0.99 0.21
Cl2 -2.56 -1.45 -0.03
H1 1.89 -0.33 0.23
H2 -1.74 0.69 -0.50

Output
- Charge: 0
- LUMO level (alpha / beta): -0.03524 / -0.06842 hartree

Just the Löwdin charges please, in e? Sure, here they are: C -0.444; C -0.324; C 0.145; C -0.870; Cl 0.482; Cl 0.974; H 0.028; H 0.008